[1]
Molecular formula: C15H14BrClF2IOs
Method: DFT, wB97M-V/def2-TZVPD

HOMO level (alpha / beta)	-11.905 / -12.283	eV
maximum force	0.54	eV/Å
multiplicity	1
total charge	+1
ΔE to the lowest compared entry with this formula, charge and spin	0.535	eV
gap between HOMO and LUMO (alpha / beta)	6.85 / 7.08	eV

Element x y z (Å)
C  -1.03488  -2.18534  -0.22154
C  -1.35321  3.08218  -2.39456
H  0.67542  3.94540  -4.96241
H  1.68760  -2.14413  -0.51170
H  2.93338  -0.33815  2.70939
C  0.33423  3.44948  -4.06478
H  -3.09737  -2.41949  -0.72455
H  2.15706  2.34103  -3.81448
H  -2.04438  -3.27927  3.34676
C  0.27432  0.15950  2.84241
C  0.73268  1.91338  -2.27458
I  -1.31130  1.24509  -0.05021
H  0.78481  -0.25655  3.71256
H  -3.74998  -3.07819  1.56724
C  -2.71531  -2.84885  1.34990
F  0.42189  1.54314  2.92209
C  -0.92224  3.71959  -3.54890
C  2.77343  0.18871  1.76955
H  0.30958  -2.72034  2.84658
Cl  -0.62132  -1.87253  -1.87025
Os  0.89855  -0.04122  0.92604
H  3.60022  -0.01982  1.09094
F  -1.06917  -0.07523  3.01597
C  -1.75640  -2.96117  2.35546
H  -1.57373  4.42888  -4.03948
H  2.06572  -2.45968  1.21330
Br  1.98954  0.72874  -1.46061
C  -0.52133  2.17225  -1.75694
H  2.76374  1.26718  1.99982
C  -2.36101  -2.46872  0.06477
H  -2.33436  3.29473  -1.99231
C  -0.44869  -2.64907  2.07639
C  1.38888  -1.97188  0.51845
C  -0.04549  -2.23709  0.78635
C  1.16911  2.54742  -3.42669


[2]
Molecular formula: C47H34As2N8O7S4W
Method: DFT, wB97M-V/def2-TZVPD

HOMO level (alpha / beta)	-7.383 / -7.250	eV
maximum force	0.53	eV/Å
multiplicity	1
total charge	0
ΔE to the lowest compared entry with this formula, charge and spin	2.848	eV
gap between HOMO and LUMO (alpha / beta)	6.36 / 6.25	eV

Element x y z (Å)
C  -0.22114  3.08775  5.61745
O  2.85258  4.84864  -2.03097
C  -3.09554  -0.03774  -2.88299
N  -2.22498  -0.54882  -1.92685
O  1.53817  -1.84426  -3.62607
C  -2.79770  2.02660  3.12984
C  -0.74036  2.55429  1.97368
C  4.51365  -3.10592  1.68315
C  4.51236  -3.94864  0.57829
C  -2.54592  -5.13510  -2.05912
H  -2.04776  -0.95697  3.75741
H  -1.33825  5.13249  -2.08962
O  5.81962  0.23037  -4.94239
H  3.68602  -0.63093  -4.17834
S  -2.81433  1.75122  0.40437
C  -2.20293  2.33793  4.34552
H  0.16574  0.07912  2.88293
C  -3.02053  -1.03861  3.28739
C  -2.82467  -4.91208  -0.63584
H  -6.29247  -1.06843  4.14927
C  3.66161  -2.01470  1.72497
H  1.44070  -1.12537  3.17224
As  -1.56820  -1.11988  0.77902
H  -0.27180  -3.78155  -1.06469
H  3.69701  -1.34988  2.58066
H  5.45125  3.82936  2.36671
As  1.58943  -0.19429  0.80293
H  4.03953  2.77369  4.10221
W  -0.91998  0.82414  -0.87315
C  -2.09231  3.31903  -2.51658
H  -2.91211  -3.76525  1.10465
C  -3.25534  2.08297  -4.28856
H  -1.91594  -4.54770  -3.95499
C  -2.95334  2.13948  5.55216
C  4.73707  3.06397  2.09291
C  4.14792  1.44827  -3.95273
C  -0.16234  2.91524  3.18790
S  -4.27959  -2.21797  -2.21910
C  3.71285  2.68632  -3.50969
H  -3.82543  1.68883  3.10962
C  3.94525  2.47322  3.06625
C  2.78692  -1.75118  0.67051
O  0.90480  4.47002  -2.87012
C  1.60081  1.67521  -2.73733
C  -5.53941  -1.17364  2.14092
N  0.33473  3.31419  6.59735
N  -0.71504  -2.89668  -1.29391
C  -5.41084  -1.08810  3.52197
H  3.58497  1.41383  -0.62851
H  5.18787  -3.29344  2.50901
H  -1.06371  3.93108  -0.89942
H  -2.84508  -6.10143  -2.44612
N  2.03523  4.13555  -2.57487
S  -2.82753  3.73950  -4.02606
N  -2.11331  2.01803  -2.28001
H  0.85851  3.27222  3.21078
C  0.70611  -0.76662  2.45114
H  0.29690  -2.67468  1.50024
C  -4.19205  -0.75109  -3.17671
H  5.22296  3.13988  0.00235
O  0.52068  -0.75842  -1.97553
C  -4.41410  -1.18330  1.33366
H  -5.01632  -0.43558  -3.79384
C  -3.14633  -1.12790  1.90535
N  -3.58551  1.94952  6.49312
C  2.46153  2.78746  -2.95593
H  4.34041  3.56031  -3.60731
C  -1.93368  -2.57369  -0.48986
C  3.68927  1.70363  0.41305
C  -0.24373  -1.87637  2.01561
C  -2.53635  -1.96837  -1.78536
H  0.12374  -1.69398  -1.67109
C  3.65924  -3.68894  -0.48110
H  -1.00028  -2.42159  -3.38574
C  -2.07555  2.11219  1.94624
H  5.18291  -4.79714  0.54180
C  4.61131  2.67552  0.76507
N  -1.62581  4.25540  -1.68700
C  1.36040  -0.81772  -3.01628
H  -4.04147  -0.92695  5.16848
C  -1.51864  -2.89641  -2.55427
H  2.15441  -2.41548  -1.28479
C  2.79900  -2.59574  -0.43414
C  2.11094  0.43621  -3.20936
C  -0.87484  2.78762  4.37467
C  -2.82906  1.33739  -3.25565
C  -2.60563  -3.79641  0.06563
S  0.14622  2.65821  0.46917
C  3.02042  1.49704  2.71294
H  -0.77947  -2.32873  2.84791
H  -3.81316  1.77014  -5.15344
H  3.66205  -4.32784  -1.35496
H  2.39819  1.05400  3.48209
C  -4.15137  -1.01755  4.09559
O  6.13819  2.34237  -4.65754
H  -6.52095  -1.22166  1.68726
C  3.34826  0.33240  -3.82307
C  -2.01401  -4.26056  -2.91547
H  -4.53119  -1.22451  0.25801
O  0.46083  1.83069  -2.16091
N  5.47047  1.33069  -4.56425
H  -3.29011  -5.74044  -0.11482
C  2.88848  1.11304  1.38504